ORCA calculation (ωB97M-V/def2-TZVPD) on a 2-piece molecular cluster, C6H9N overall.

Calculated values
frontier orbital gap	8.0	eV
calculated total energy	-288.53288	Eh
largest force on an atom	0.6	eV/A
net charge	0
E_LUMO	0.021	Eh
energy above the lowest of the compared OMol25 structures with the same formula, charge and spin	156.4	kcal per mole

Each line ends with the natural charge from an NBO analysis.
CARTESIAN COORDINATES (ANGSTROEM)
C  1.84403  0.82338  -0.09706  -0.0189
N  0.69071  0.30523  -0.06789  -0.2181
C  0.03166  -0.48895  1.00617  -0.2136
C  -1.42076  -0.01820  0.81453  -0.2694
C  -1.48393  1.02073  -0.29642  -0.3793
C  -0.42376  0.15683  -1.00280  -0.0652
C  -0.88078  -1.03541  -0.12314  -0.2898
H  2.27199  1.21669  -1.01021  0.1943
H  2.37499  -2.05919  0.66435  -0.0712
H  2.36107  0.87844  0.85649  0.2165
H  1.72459  -1.84720  0.98409  0.0385
H  -2.13054  -0.16853  1.61903  0.2288
H  -1.19306  2.05558  -0.08782  0.1893
H  -2.43156  0.97878  -0.83225  0.2129
H  -0.20471  0.23827  -2.06720  0.2121
H  -1.12995  -2.05645  -0.35985  0.2331

***

ORCA calculation (ωB97M-V/def2-TZVPD) on C6H9N in the gas phase.

Calculated values
frontier orbital gap	8.9	eV
calculated total energy	-288.58686	Eh
largest force on an atom	3.9	eV/A
net charge	0
E_LUMO	0.026	Eh
SMILES	CC[C@H]1C2=N[C@@]21C
energy above the lowest of the compared OMol25 structures with the same formula, charge and spin	122.5	kcal per mole

Each line ends with the natural charge from an NBO analysis.
CARTESIAN COORDINATES (ANGSTROEM)
C  -0.25748  1.91626  0.50642  -0.6254
C  0.90455  1.28831  -0.36620  -0.3873
C  0.15315  -0.12413  -1.18538  -0.3191
C  1.03923  -1.39356  -1.72170  0.1588
N  0.21960  -2.30678  -1.30644  -0.4566
C  -0.19626  -1.31498  -0.38256  0.2509
C  -0.54135  -1.64087  0.99490  -0.6816
H  0.12051  2.46191  1.40935  0.2140
H  -0.71726  1.00493  0.94877  0.1957
H  -1.06039  2.47913  0.00995  0.2181
H  1.61102  0.82839  0.35955  0.2130
H  1.30440  1.87618  -1.24491  0.2294
H  -0.51383  0.01672  -2.03915  0.2487
H  -0.28983  -2.69934  1.30152  0.2549
H  -1.60593  -1.47269  0.96932  0.2546
H  -0.17012  -0.91948  1.74657  0.2318

***

ORCA calculation (ωB97M-V/def2-TZVPD) on C6H9N in the gas phase.

Calculated values
frontier orbital gap	8.6	eV
calculated total energy	-288.73843	Eh
largest force on an atom	1.5	eV/A
net charge	0
E_LUMO	0.036	Eh
SMILES	C=C1C=C(C)CN1
energy above the lowest of the compared OMol25 structures with the same formula, charge and spin	27.4	kcal per mole

Each line ends with the natural charge from an NBO analysis.
CARTESIAN COORDINATES (ANGSTROEM)
C  2.56005  -0.63272  0.08661  -0.5257
C  1.32131  -0.27163  0.37205  0.1604
C  0.10886  -1.01037  0.03620  -0.2438
C  -0.89699  -0.14615  -0.05410  0.0401
C  -2.31257  -0.39100  -0.43812  -0.6392
C  -0.35371  1.21805  0.23756  -0.2477
N  0.95557  0.99825  0.78736  -0.5931
H  3.38452  0.02396  0.30877  0.1958
H  2.70978  -1.62556  -0.28671  0.2016
H  0.08055  -2.07004  -0.18710  0.2213
H  -2.60210  0.20836  -1.30943  0.2208
H  -2.98923  -0.11780  0.37937  0.2226
H  -2.46656  -1.44620  -0.67792  0.2228
H  -0.16033  1.69337  -0.77030  0.1826
H  -0.96618  1.83072  0.90491  0.2019
H  1.62701  1.73878  0.61085  0.3797

***

ORCA calculation (ωB97M-V/def2-TZVPD) on an isolated ion of composition C6H9N and charge +1.

Calculated values
frontier orbital gap (spin up / spin down)	10.5 / 7.2	eV
calculated total energy	-288.43651	Eh
largest force on an atom	5.1	eV/A
⟨S²⟩	0.765
net charge	+1
E_LUMO (spin up / spin down)	-0.145 / -0.268	Eh
energy above the lowest of the compared OMol25 structures with the same formula, charge and spin	41.8	kcal per mole
spin multiplicity	2

Each line ends with the Mulliken spin population.
CARTESIAN COORDINATES (ANGSTROEM)
C  0.10438  -1.67999  0.15607  0.0235
C  1.06072  -1.44057  1.09960  0.3263
N  1.20811  -0.06875  1.10313  -0.0482
C  0.41298  0.55109  0.15609  0.3433
C  -0.37622  -0.47724  -0.36484  0.2566
C  -1.89076  -0.39194  -0.81957  0.0078
C  0.74363  1.92474  -0.40086  -0.0039
H  -0.45811  -2.66613  0.12708  0.0008
H  1.76689  -2.02814  1.71853  0.0052
H  1.61406  0.33927  2.00734  -0.0004
H  -1.98094  0.38645  -1.75275  0.0095
H  -2.57560  -0.04175  -0.05309  0.0144
H  -2.15366  -1.34613  -1.13139  0.0032
H  1.77508  2.03981  -0.79497  0.0355
H  -0.02223  2.09816  -1.25024  -0.0029
H  0.77170  2.80112  0.19986  0.0292

***

ORCA calculation (ωB97M-V/def2-TZVPD) on an isolated ion of composition C6H9N2 and charge +1.

Calculated values
frontier orbital gap	10.1	eV
calculated total energy	-343.15960	Eh
largest force on an atom	2.3	eV/A
net charge	+1
E_LUMO	-0.157	Eh
SMILES	C#[N+]C(=C)CN1CC1
energy above the lowest of the compared OMol25 structures with the same formula, charge and spin	101.6	kcal per mole

Each line ends with the natural charge from an NBO analysis.
CARTESIAN COORDINATES (ANGSTROEM)
C  1.85533  0.53377  0.40100  0.4200
N  1.61887  -0.47105  0.98325  -0.2797
C  0.47477  -1.21724  0.99202  0.0763
C  0.38959  -2.34900  1.67801  -0.2611
C  -0.62744  -0.59087  0.10876  -0.2730
N  -0.16129  0.62304  -0.48559  -0.3647
C  -0.88721  1.85665  -0.61383  -0.2239
C  -0.44877  1.09518  -1.80829  -0.2227
H  2.53671  1.31011  0.16005  0.2658
H  1.22619  -2.70626  2.25396  0.2397
H  -0.50675  -2.94325  1.68851  0.2310
H  -0.88107  -1.32979  -0.65907  0.2442
H  -1.49713  -0.41420  0.74757  0.2440
H  -0.35884  2.75572  -0.32833  0.2243
H  -1.93668  1.85483  -0.34922  0.2274
H  -1.19018  0.54900  -2.38132  0.2273
H  0.39391  1.44336  -2.38749  0.2250

***

ORCA calculation (ωB97M-V/def2-TZVPD) on a 2-piece molecular cluster, C6H9N2 overall.

Calculated values
frontier orbital gap	11.6	eV
calculated total energy	-343.16167	Eh
largest force on an atom	4.0	eV/A
net charge	+1
E_LUMO	-0.119	Eh
energy above the lowest of the compared OMol25 structures with the same formula, charge and spin	100.3	kcal per mole

Each line ends with the natural charge from an NBO analysis.
CARTESIAN COORDINATES (ANGSTROEM)
C  -1.80030  1.52101  -1.69473  0.1747
C  -1.78686  -2.00690  0.11243  -0.4520
C  -0.40129  -0.03289  0.68378  0.6873
C  2.11413  0.51324  0.23885  -0.3575
C  1.25553  1.10254  -0.76058  -0.3516
C  0.69025  0.84029  0.67858  -0.4042
N  -1.69007  1.19190  -0.61751  -0.3802
N  -0.96542  -1.04209  0.62743  -0.2413
H  -2.18103  -1.66974  -0.85021  0.2388
H  -2.01703  1.97194  -2.63322  0.2625
H  -2.62311  -2.30520  0.74621  0.2663
H  -1.18313  -2.87693  0.00755  0.2521
H  2.45115  -0.48546  0.09444  0.2443
H  2.78316  1.03986  0.87180  0.2573
H  1.31839  2.25442  -0.93081  0.2527
H  0.84698  0.58433  -1.66600  0.2515
H  0.58741  1.71692  1.44754  0.2993

***

ORCA calculation (ωB97M-V/def2-TZVPD) on a 2-piece molecular cluster, C6H9N2O2 overall.

Calculated values
frontier orbital gap (spin up / spin down)	2.0 / 7.4	eV
calculated total energy	-493.94966	Eh
largest force on an atom	2.7	eV/A
⟨S²⟩	0.751
net charge	-2
E_LUMO (spin up / spin down)	0.218 / 0.217	Eh
energy above the lowest of the compared OMol25 structures with the same formula, charge and spin	17.3	kcal per mole
spin multiplicity	2

Each line ends with the Mulliken spin population.
CARTESIAN COORDINATES (ANGSTROEM)
C  -1.74616  2.36975  -3.31057  0.0118
C  -0.99204  1.81115  -2.03942  0.0684
O  -1.16267  0.57789  -1.83983  -0.0734
O  -0.34037  2.63652  -1.39431  -0.0364
H  -2.56639  2.94117  -2.89263  -0.0001
H  -2.18366  1.54573  -3.87773  -0.0048
H  -1.05929  3.01316  -3.84867  -0.0032
C  1.56663  -2.24426  3.05656  3.4485
C  -0.11975  0.19334  1.11680  0.2779
C  1.02756  -1.46151  1.89966  -1.7985
C  1.03245  -1.55358  0.52803  1.5245
N  0.32604  -0.32859  2.27353  0.0703
N  0.32379  -0.49929  0.05452  -0.5333
H  -0.56519  1.16794  1.02215  0.0672
H  0.10011  -0.18355  -0.93350  -0.0277
H  1.40985  -2.50217  0.16456  -0.1126
H  1.76539  -3.30097  2.80617  -1.1948
H  0.73400  -2.43337  3.74277  -0.4555
H  2.44968  -1.74935  3.47191  -0.2282

***

ORCA calculation (ωB97M-V/def2-TZVPD) on an isolated ion of composition C6H9N2O2S and charge -1.

Calculated values
frontier orbital gap	6.9	eV
calculated total energy	-892.13302	Eh
largest force on an atom	4.6	eV/A
net charge	-1
E_LUMO	0.131	Eh
SMILES	CC(=C=O)S/C([O-])=N/N(C)C
energy above the lowest of the compared OMol25 structures with the same formula, charge and spin	51.5	kcal per mole

Each line ends with the natural charge from an NBO analysis.
CARTESIAN COORDINATES (ANGSTROEM)
C  1.71258  1.22451  2.97839  -0.5917
C  1.10911  0.97199  1.62370  -0.4893
C  1.18672  -0.21945  1.09033  0.7017
O  1.49143  -1.24034  0.60597  -0.5268
S  0.02388  2.25041  1.13580  -0.0077
C  -0.62193  1.51772  -0.60989  0.6125
O  -0.43355  2.25931  -1.52817  -0.6955
N  -0.98317  0.34701  -0.30235  -0.5445
N  -1.35313  -0.51315  -1.41899  -0.3317
C  -1.67092  -1.85492  -0.83538  -0.4076
C  -0.37171  -0.50213  -2.47942  -0.4568
H  2.16935  0.38504  3.34240  0.1981
H  0.89033  1.29835  3.70734  0.2076
H  2.45811  2.01076  2.96228  0.2055
H  -2.19819  -2.61984  -1.61355  0.1649
H  -0.75757  -2.39400  -0.48821  0.1724
H  -2.31115  -1.75032  0.06421  0.2093
H  -0.78064  -1.01712  -3.27677  0.1760
H  -0.20588  0.76056  -2.74500  0.2476
H  0.64636  -0.91440  -2.21269  0.1560

***

ORCA calculation (ωB97M-V/def2-TZVPD) on an isolated ion of composition C6H9N2O2S and charge +1.

Calculated values
frontier orbital gap (spin up / spin down)	4.8 / 7.0	eV
calculated total energy	-891.64024	Eh
largest force on an atom	5.3	eV/A
⟨S²⟩	2.019
net charge	+1
E_LUMO (spin up / spin down)	-0.204 / -0.206	Eh
energy above the lowest of the compared OMol25 structures with the same formula, charge and spin	44.2	kcal per mole
spin multiplicity	3

Each line ends with the Mulliken spin population.
CARTESIAN COORDINATES (ANGSTROEM)
C  -0.90740  1.68847  -0.82890  -0.1095
C  -0.59144  2.95774  -0.78948  0.2067
C  0.48997  1.64708  1.04109  0.7176
C  -0.92436  -1.28349  -0.52020  0.0077
C  -0.46490  -2.70657  -0.15592  0.0048
C  1.72229  -1.99883  0.52433  0.0689
N  -0.29607  -0.36751  0.40441  0.6511
N  -0.21330  0.89190  0.19335  0.1969
O  1.55510  4.15338  0.47783  0.0466
O  1.01986  -2.44128  -0.38328  0.0496
S  0.35723  3.41224  0.72658  0.0971
H  -1.51016  1.29890  -1.55633  -0.0002
H  -0.99918  3.62716  -1.49877  0.0027
H  0.81501  1.24459  2.07246  0.0042
H  -0.65452  -0.95852  -1.47773  0.0068
H  -2.05539  -1.01974  -0.31416  0.0209
H  -0.66202  -2.74982  0.89206  -0.0015
H  -0.77164  -3.64315  -0.61105  -0.0017
H  2.59278  -1.45792  0.31545  0.0151
H  1.49815  -2.29463  1.48829  0.0160

***

ORCA calculation (ωB97M-V/def2-TZVPD) on an isolated ion of composition C6H9N2S and charge +1.

Calculated values
frontier orbital gap	9.4	eV
calculated total energy	-741.29225	Eh
largest force on an atom	4.9	eV/A
net charge	+1
E_LUMO	-0.133	Eh
SMILES	C[C@]12N3SC=C[N@H+]1[C@@]32C
energy above the lowest of the compared OMol25 structures with the same formula, charge and spin	105.9	kcal per mole

Each line ends with the natural charge from an NBO analysis.
CARTESIAN COORDINATES (ANGSTROEM)
C  -0.63893  -2.06464  -0.04426  -0.6996
C  0.08867  -0.78798  -0.16103  0.3095
N  0.98088  -0.38322  -1.14415  -0.4262
S  2.87328  -0.29038  -0.77459  0.4897
C  2.78030  0.36373  0.81022  -0.3823
C  1.60094  0.59487  1.45902  -0.1329
N  0.36220  0.31870  0.81494  -0.3860
C  0.13709  0.57191  -0.66808  0.3150
C  -0.58562  1.58520  -1.46361  -0.6377
H  -0.59849  -2.27541  -1.16965  0.2769
H  -1.66054  -2.33685  0.34636  0.2874
H  0.00361  -2.87649  0.38204  0.2684
H  3.60605  0.49425  1.52839  0.2857
H  1.46119  1.02194  2.38595  0.2327
H  -0.28361  0.54224  1.48513  0.4336
H  -0.77123  2.32460  -0.76480  0.2413
H  -1.50449  1.17020  -1.83337  0.2602
H  -0.00812  1.93232  -2.26518  0.2643

***

ORCA calculation (ωB97M-V/def2-TZVPD) on C6H9N3 in the gas phase.

Calculated values
frontier orbital gap	9.4	eV
calculated total energy	-398.12212	Eh
largest force on an atom	3.8	eV/A
net charge	0
E_LUMO	0.032	Eh
SMILES	C#CC/C(=N/C=C)NN
energy above the lowest of the compared OMol25 structures with the same formula, charge and spin	96.2	kcal per mole

Each line ends with the natural charge from an NBO analysis.
CARTESIAN COORDINATES (ANGSTROEM)
C  0.53061  3.47595  -0.39173  -0.2429
C  0.81418  2.33675  -0.14511  -0.0099
C  1.35854  0.97796  0.04967  -0.5376
C  0.29428  -0.16575  0.21346  0.4854
N  0.03528  -0.47565  1.43483  -0.5414
C  -0.81439  -1.50918  1.87874  -0.0215
C  -1.01467  -2.67651  1.19785  -0.4778
N  -0.27158  -0.56891  -1.01431  -0.4619
N  -0.36932  0.21621  -2.17962  -0.6502
H  0.05919  4.40237  -0.53314  0.2336
H  2.04871  0.72247  -0.71831  0.2391
H  1.81910  0.99659  1.08538  0.2737
H  -1.13554  -1.51228  3.09451  0.2096
H  -1.53224  -3.49214  1.68099  0.2092
H  -0.66580  -2.83673  0.06422  0.1880
H  -0.98582  -1.20785  -0.85947  0.3801
H  0.37628  0.15822  -2.87933  0.3618
H  -0.54681  1.15850  -1.97862  0.3628

***

ORCA calculation (ωB97M-V/def2-TZVPD) on C6H9N3 as an isolated structure.

Calculated values
frontier orbital gap	9.7	eV
calculated total energy	-397.92654	Eh
largest force on an atom	7.6	eV/A
net charge	0
E_LUMO	0.023	Eh
energy above the lowest of the compared OMol25 structures with the same formula, charge and spin	218.9	kcal per mole

Each line ends with the natural charge from an NBO analysis.
CARTESIAN COORDINATES (ANGSTROEM)
C  -2.40763  0.34594  0.24757  -0.6075
C  -0.80309  0.21751  -0.09801  -0.0241
C  0.07171  -0.85549  0.30550  -0.1569
C  1.44718  -0.92266  -0.18006  -0.0575
C  2.54644  -0.03499  0.49044  -0.2889
C  -0.09106  1.48472  -0.33346  0.0027
H  -2.61918  1.34606  -0.35579  0.2430
H  -2.50874  0.29534  1.54914  0.2430
H  -3.15513  -0.80503  -0.20276  0.2135
H  -1.47923  -1.63937  -1.01834  0.3648
H  0.04215  -1.47982  1.27937  0.2267
H  1.39367  -1.80589  -1.20739  0.2531
H  3.58616  -0.08927  0.97942  0.2368
H  2.00665  0.49628  1.21551  0.1785
H  -0.51693  2.60003  -0.37817  0.2195
N  -0.55290  -0.95624  -1.02972  -0.5598
N  1.81160  0.21875  -0.79981  -0.2792
N  1.22835  1.58412  -0.46346  -0.2075